{
  "formula": "C40H33Cl2MnN3O6",
  "method": "ωB97M-V/def2-TZVPD",
  "symbols": ["C", "C", "H", "H", "C", "C", "C", "C", "C", "C", "H", "C", "H", "Mn", "H", "C", "N", "H", "C", "C", "C", "C", "H", "C", "C", "C", "O", "H", "C", "O", "H", "H", "C", "C", "C", "C", "C", "H", "N", "H", "C", "Cl", "H", "C", "N", "O", "H", "C", "H", "C", "C", "C", "H", "C", "H", "C", "H", "C", "H", "C", "H", "H", "H", "O", "H", "H", "C", "H", "C", "H", "Cl", "H", "H", "H", "O", "C", "H", "C", "H", "H", "C", "C", "H", "C", "O"],
  "positions_angstrom": [[-0.82749, 1.35632, 7.39319], [2.86155, -0.90805, -2.78400], [4.30628, 2.25586, 3.50959], [5.82607, 0.49260, -4.83755], [4.35237, 0.91487, -3.34246], [-0.78261, 2.90780, 3.92917], [-1.51511, 2.76559, 1.12730], [-0.43200, -3.51569, -2.49851], [-4.41076, -0.35051, -1.68988], [1.02488, -2.74320, 2.67057], [2.02248, -1.27909, -2.20753], [3.77728, 0.21691, 3.86175], [-2.25264, -4.69792, -4.00247], [-0.07055, 0.35454, 0.20522], [2.11397, 3.17302, -0.85064], [-2.66385, -3.80173, -3.54826], [-0.65612, 1.95585, -0.94584], [-0.09224, -3.33445, -1.48091], [-2.39051, -1.88574, -2.12498], [-1.05180, 0.52078, 3.73361], [-1.38597, 2.90106, -0.33456], [-0.78679, 2.79139, 5.31131], [-0.64751, 3.67778, 5.91977], [-1.03507, 0.40723, 5.10948], [4.56438, -1.20246, -4.45192], [2.78947, 2.72482, -1.57536], [-1.47287, 2.26783, 8.14996], [-0.37161, -4.58411, -2.70237], [1.93591, -0.54279, 2.52250], [0.11575, -1.17709, 1.13061], [-4.49196, -4.11696, -5.77700], [-2.55613, 4.67372, -0.48979], [-3.98684, -3.46058, -3.80067], [-0.91756, 1.77055, 3.14241], [-0.54305, 1.97966, -2.27180], [3.64291, 1.43808, 3.26239], [2.59370, 1.23409, -1.59028], [2.48286, 2.59947, 1.84632], [1.79972, 0.67619, 1.94643], [1.97420, -4.03793, 4.11103], [4.99280, 0.10618, -4.26520], [4.04265, -2.54045, 5.29933], [-3.81918, 0.55944, -1.79508], [-0.90822, 1.54055, 5.90460], [-0.86560, 1.85412, 1.71877], [-0.22694, 0.45534, 7.89633], [4.69448, 1.93284, -3.19799], [3.28937, 0.40898, -2.59373], [-1.01223, 2.95438, -4.11663], [-4.50560, -2.33969, -3.17152], [2.62334, 1.62762, 2.31233], [-1.12355, 2.97764, -3.04077], [-1.11580, -0.56370, 5.58262], [-1.51416, -1.00900, -1.31186], [4.54302, 0.04218, 4.60597], [1.00554, -1.51454, 2.07792], [-1.98434, 2.87392, 7.60067], [2.88971, -2.12803, 4.07514], [5.06620, -1.83155, -5.17637], [-3.73956, -1.54539, -2.32659], [-4.72005, -5.34522, -4.54062], [-2.29743, 4.77356, -2.98318], [-5.54322, -2.07082, -3.34054], [-1.96929, -0.35024, -0.31970], [-5.87486, -4.01269, -4.68704], [-4.55076, -0.50797, -0.62028], [3.49658, -1.70732, -3.71708], [2.61117, 3.14967, -2.56490], [-4.82124, -4.27992, -4.74887], [-5.38548, -0.18823, -2.14763], [-0.13525, -3.92915, 2.19506], [-2.19258, 3.43415, 1.65768], [-1.19616, -0.35169, 3.10933], [3.16572, -2.72633, -3.87185], [1.85154, 0.70072, -0.77370], [-1.84912, -3.03800, -2.72627], [3.81845, 2.96296, -1.29718], [-1.98373, 3.92892, -1.02851], [0.01533, 1.16780, -2.71890], [0.26121, -3.00070, -3.16726], [-1.84316, 3.97492, -2.41138], [1.97707, -3.05085, 3.66892], [-0.61956, 3.87440, 3.46636], [2.89624, -0.82730, 3.51017], [-0.28607, -0.85921, -1.59641]],
  "forces_ev_per_a": [[-0.04, 0.02, 0.00], [-0.02, -0.01, 0.04], [-0.04, -0.01, 0.01], [-0.02, -0.02, 0.01], [0.02, 0.04, -0.02], [0.10, 0.07, -0.09], [-0.14, 0.20, -0.19], [-0.08, 0.10, -0.04], [0.09, -0.08, 0.02], [-0.03, -0.29, 0.04], [0.03, 0.01, -0.02], [-0.02, -0.06, 0.05], [-0.01, 0.03, 0.01], [0.59, -0.23, 0.01], [0.00, 0.01, 0.02], [0.00, -0.07, 0.02], [-0.11, 0.04, -0.12], [-0.01, -0.02, 0.02], [0.01, 0.03, -0.04], [-0.09, -0.15, -0.10], [-0.06, -0.03, 0.21], [-0.04, -0.01, 0.01], [0.00, -0.02, -0.02], [-0.02, -0.07, 0.03], [-0.02, 0.01, 0.01], [-0.03, 0.00, 0.00], [0.06, 0.05, -0.03], [0.00, 0.01, -0.01], [-0.08, 0.11, -0.08], [0.20, -0.53, 0.61], [-0.01, 0.00, 0.00], [0.01, -0.02, -0.06], [-0.02, -0.05, -0.08], [0.02, -0.06, -0.06], [0.11, 0.01, -0.03], [0.03, 0.07, -0.02], [0.11, -0.07, -0.02], [0.03, -0.03, 0.00], [-0.03, 0.09, -0.09], [-0.03, 0.01, -0.02], [0.01, -0.02, -0.02], [-0.02, 0.03, -0.05], [0.00, 0.01, -0.03], [0.04, 0.08, 0.03], [-0.21, -0.28, 0.08], [-0.01, -0.07, 0.00], [-0.02, -0.05, -0.01], [0.02, -0.01, 0.02], [0.02, 0.01, 0.05], [-0.05, 0.05, 0.01], [-0.06, 0.02, -0.03], [0.00, 0.01, -0.05], [0.00, 0.04, -0.02], [0.01, 0.10, 0.03], [-0.02, 0.00, -0.01], [-0.27, 0.49, -0.44], [-0.02, -0.02, 0.00], [0.07, 0.02, 0.03], [-0.02, 0.01, 0.02], [-0.02, 0.07, 0.02], [-0.01, 0.00, 0.01], [-0.01, -0.03, 0.02], [0.04, 0.00, 0.00], [0.04, 0.02, 0.13], [0.00, 0.00, 0.01], [0.01, 0.00, -0.01], [0.04, 0.01, -0.03], [0.03, -0.01, 0.03], [0.07, 0.04, 0.06], [0.02, 0.00, 0.00], [0.08, -0.01, 0.04], [0.11, 0.14, -0.01], [0.08, -0.01, -0.02], [0.00, 0.03, 0.00], [-0.10, 0.06, -0.08], [0.09, -0.03, 0.03], [-0.02, -0.01, -0.01], [-0.12, 0.17, -0.06], [-0.03, -0.01, 0.02], [-0.01, 0.01, 0.02], [-0.04, 0.04, 0.06], [-0.10, -0.17, -0.01], [-0.01, -0.02, 0.02], [0.04, 0.11, 0.00], [-0.14, 0.13, 0.19]],
  "charge": 1,
  "homo_ev": [-10.346, -10.454],
  "spin_multiplicity": 5,
  "total_energy_ev": -115134.5437,
  "e_above_lowest_kcal_mol": 0.00,
  "lumo_ha": [-0.1477, -0.1512]
}